# 1
Molecular formula: C11H22N4O2
Method: DFT, ωB97M-V/def2-TZVPD

```
39
Properties=species:S:1:pos:R:3:mulliken_charge:R:1
O 0.4588 0.8414 3.7798 -0.726
O -2.7901 -0.2568 3.2544 -0.666
N -0.6760 0.8783 1.8129 -0.186
N -1.7767 -0.4311 5.2105 -0.058
N 1.4970 0.4127 -1.7143 -0.250
N -0.7848 -0.1276 6.1727 -0.664
C -0.5971 0.5833 3.1736 0.790
C 0.2360 1.1239 -1.7007 1.896
C -0.8736 0.0608 -1.8090 -1.791
C -1.7837 0.0057 3.8923 0.314
C 0.1679 2.0750 -2.9059 -1.938
C 2.2433 0.0343 -0.4971 1.579
C 0.0389 1.9566 -0.4136 -1.730
C 0.4895 1.2405 0.9218 0.283
C 2.8883 -1.3370 -0.6214 -1.777
C 3.3215 1.0950 -0.3588 -1.784
C 1.3497 -0.0368 0.7487 -1.854
H 1.0683 1.9624 1.4955 0.321
H 3.4207 -1.5467 0.3263 0.371
H -2.6624 -0.8448 5.5171 0.267
H 2.0935 -2.0991 -0.8131 0.380
H 0.8658 2.9092 -2.7520 0.452
H -1.0404 -0.4919 -0.8556 0.303
H -0.8156 2.5510 -2.9725 0.407
H 0.0848 0.0956 5.6845 0.343
H 3.5704 -1.3632 -1.5357 0.365
H 0.7162 -0.9212 0.6319 0.372
H -1.5563 0.6231 1.3838 0.312
H 3.9316 0.9732 0.5285 0.367
H 0.4191 1.5544 -3.8315 0.437
H -0.5397 -0.6632 -2.5147 0.446
H 4.0073 0.9993 -1.2197 0.460
H 2.8853 2.0770 -0.3555 0.399
H 2.1291 0.6808 -2.4538 0.362
H 0.6125 2.8726 -0.5444 0.378
H -1.0525 0.6336 6.7931 0.221
H 1.9489 -0.1915 1.6291 0.733
H -1.0293 2.2261 -0.2961 0.496
H -1.8284 0.4827 -2.1532 0.371
```

For the maximum force, the calculation gives 4.04 eV Å⁻¹. The relative energy (zero: lowest compared OMol25 entry of this formula, charge and spin) comes out at 0.0 kcal per mole. Its SMILES is CC1(C)CC(NC(=O)C(=O)NN)CC(C)(C)N1. For the total energy, the calculation gives -801.83212 Eh. The frontier orbital gap comes out at 8.93 eV. Its spin multiplicity is 1. As for the LUMO energy: 0.514 eV.



# 2
Molecular formula: C11H22N4O5Si
Method: DFT, ωB97M-V/def2-TZVPD

```
43
Properties=species:S:1:pos:R:3:mulliken_charge:R:1
Si -3.2600 -5.5995 -0.9043 0.220
O -2.3994 -3.0763 1.8966 -0.572
O -0.1213 -0.4631 -2.1832 -0.636
O 3.9269 4.8436 0.5428 -0.636
O -0.1393 -4.7392 -0.3209 -0.534
O -3.7304 -3.9076 -3.9599 -0.421
N -2.4919 -5.2590 -2.4505 -0.312
N -2.3373 -4.7213 0.3285 0.237
N 2.2324 5.3439 1.9264 -0.144
N 0.6675 1.5229 -1.5062 -0.121
C -1.2234 -2.6720 -0.7280 -0.876
C -1.1333 -4.0804 -0.2339 0.305
C -3.1261 -4.5632 -3.2197 0.638
C 0.7618 0.3809 -2.2313 0.776
C 3.5436 5.0791 1.6758 0.858
C 1.6022 5.6407 3.1976 -0.848
C 1.9931 0.1983 -3.0869 -1.333
C 4.4907 5.0905 2.8539 -1.330
C -2.9966 -3.9321 1.2829 0.917
C -4.4387 -4.2309 1.5975 -1.390
C 1.6095 2.6256 -1.4345 -0.822
H 1.6534 5.3261 1.1019 0.212
H 1.9143 -0.7573 -3.5953 0.291
H -4.7018 -3.6672 2.4862 0.325
H -1.1542 -2.0129 0.1352 0.404
H 2.4719 2.4430 -2.0650 0.293
H -5.0993 -3.9176 0.7928 0.338
H -0.3649 -2.4797 -1.3575 0.277
H 1.1286 3.5483 -1.7638 0.263
H -2.1645 -2.4437 -1.2247 0.305
H 4.2040 4.3402 3.5914 0.347
H 2.0698 0.9913 -3.8314 0.375
H 1.9566 2.7643 -0.4099 0.284
H -4.6547 -5.1495 -1.0042 -0.134
H -0.1753 1.5815 -0.9570 0.215
H -3.1343 -7.0430 -0.6759 -0.102
H 0.8320 4.9020 3.4252 0.290
H -4.5684 -5.2962 1.7944 0.385
H 2.3358 5.6290 3.9962 0.314
H 4.5040 6.0696 3.3337 0.364
H 5.4868 4.8631 2.4882 0.306
H 2.8955 0.2013 -2.4750 0.383
H 1.1344 6.6263 3.1720 0.287
```

For the maximum force, the calculation gives 1.59 eV Å⁻¹. Its SMILES is CC(=O)N([SiH2]N=C=O)C(C)=O.CNC(C)=O.CNC(C)=O. For the total energy, the calculation gives -1317.15960 Eh. The frontier orbital gap comes out at 10.11 eV. Its spin multiplicity is 1. As for the LUMO energy: 0.558 eV.



# 3
Molecular formula: C11H22N6O5SSn
Method: DFT, ωB97M-V/def2-TZVPD

```
46
Properties=species:S:1:pos:R:3:mulliken_charge:R:1
Sn 0.0642 0.0395 -1.3699 0.041
S -0.4839 1.7696 0.5221 -0.427
O 0.2422 -2.3853 2.8932 -0.445
O -2.6512 0.1438 -1.9725 -0.532
O 2.7532 -1.5718 -0.9290 -0.341
O -4.1358 0.4167 -0.2983 -0.392
O -0.9723 -1.8866 1.0537 -0.368
N 0.4387 -3.7962 -0.3262 -0.383
N 0.5465 -3.5835 1.0571 0.010
N 0.5550 3.5905 -1.0817 0.069
N 1.5293 3.3787 1.0384 -0.515
N -2.5001 -2.5305 -1.3259 -0.523
N -3.4045 -1.6260 -0.7457 0.012
C 0.6511 2.9950 0.1600 0.378
C -4.1335 1.8109 -0.5731 -0.539
C -3.3141 -0.3186 -1.0711 0.603
C 1.3059 4.7058 -1.3680 -0.093
C 2.5765 -1.8504 -2.2806 -0.742
C -0.1253 -2.5403 1.6113 0.289
C 1.9074 -0.6141 -0.3971 0.197
C 2.2550 5.1058 -0.4614 -0.624
C -0.3809 -1.2981 3.5645 -0.532
C 2.3649 4.3864 0.7304 -0.033
C 2.3386 -0.3277 1.0112 -0.828
H 2.6660 -0.9411 -2.8841 0.270
H -2.9571 -3.4365 -1.3810 0.244
H -5.0809 2.2012 -0.2075 0.264
H 3.1019 4.6199 1.4814 0.433
H -3.7374 -1.8097 0.1958 0.276
H -0.1900 -1.4408 4.6248 0.236
H -0.1560 3.2513 -1.7182 0.212
H 1.0965 5.2240 -2.2896 0.415
H -1.4504 -1.2975 3.3550 0.263
H -1.6683 -2.6104 -0.7373 0.218
H 0.0484 -0.3588 3.2144 0.178
H -3.2940 2.2823 -0.0565 0.166
H 2.8776 5.9617 -0.6645 0.368
H 1.1961 -3.3266 -0.8161 0.180
H 2.1511 -1.1825 1.6642 0.188
H 3.4103 -0.1274 1.0485 0.345
H 1.3807 -3.8953 1.5449 0.261
H 0.4879 -4.7926 -0.5165 0.238
H 1.7974 0.5316 1.3959 0.088
H 1.5818 -2.2756 -2.4788 0.314
H 3.3440 -2.5671 -2.5682 0.272
H -4.0331 1.9773 -1.6477 0.288
```

For the maximum force, the calculation gives 2.85 eV Å⁻¹. The relative energy (zero: lowest compared OMol25 entry of this formula, charge and spin) comes out at 15.8 kcal per mole. For the total energy, the calculation gives -1749.42804 Eh. The frontier orbital gap (alpha / beta) comes out at 4.18 / 3.87 eV. Its spin multiplicity is 1. As for the LUMO energy (alpha / beta): -0.987 / -1.011 eV.



# 4
Molecular formula: C11H22NO6
Method: DFT, ωB97M-V/def2-TZVPD

```
40
Properties=species:S:1:pos:R:3:mulliken_charge:R:1
O -4.2514 -2.9516 -2.3524 -0.784
O 0.1693 4.0874 1.8657 -0.475
O -3.7846 -3.3065 -0.2109 -0.713
O 2.6633 -3.8595 -0.7515 -0.514
O 3.3921 -1.7494 -0.3468 -0.373
O -4.2077 0.4646 0.2419 -0.479
N -3.1948 -0.5071 0.1828 0.130
C -1.8850 0.0704 0.5526 -1.252
C 0.1564 1.3775 -0.5187 -0.429
C 3.0396 -1.1857 -1.6238 -0.577
C 1.2617 3.7834 2.7236 -0.543
C 0.9371 0.0343 -0.7187 0.229
C 1.8711 -2.8671 1.2866 -0.882
C -1.3997 1.2289 -0.3987 -0.038
C -3.1528 -1.1460 -1.1504 0.012
C 2.6628 -2.8979 -0.0557 0.722
C -3.7888 -2.5811 -1.2148 0.331
C 2.2996 0.2021 -1.4781 -0.725
H 1.7518 -1.8360 1.6911 0.274
H -1.1918 -0.7945 0.6288 0.414
H 0.0918 5.0464 1.8303 0.279
H 1.2115 -0.3298 0.3075 -0.257
H -3.7073 -0.4582 -1.8454 0.313
H -3.9018 1.2492 0.7214 0.314
H 0.8648 -3.3283 1.1800 0.290
H -2.0965 -1.1918 -1.5103 -0.151
H 3.9578 -0.9622 -2.2272 0.336
H 0.6079 1.9760 0.3125 -0.104
H -1.8484 1.2025 -1.4197 0.303
H 2.0895 0.6702 -2.4675 0.378
H -2.0109 0.4949 1.5869 0.381
H 2.3971 -1.8822 -2.2075 0.362
H -1.7694 2.1888 0.0566 0.269
H 3.0001 0.8759 -0.9153 0.268
H 0.3200 -0.7781 -1.1832 0.276
H 1.0715 4.1778 3.7254 0.284
H 0.3448 1.9911 -1.4450 0.359
H 1.3684 2.7014 2.7785 0.196
H 2.4781 -3.4262 2.0454 0.308
H 2.1828 4.2164 2.3241 0.271
```

For the maximum force, the calculation gives 2.55 eV Å⁻¹. The relative energy (zero: lowest compared OMol25 entry of this formula, charge and spin) comes out at 0.0 kcal per mole. As for the net charge: -1. For the total energy, the calculation gives -938.47025 Eh. The frontier orbital gap comes out at 5.80 eV. Its spin multiplicity is 1. As for the LUMO energy: 2.154 eV.